Entry 1:
A molecular structure, C35H38N4Tm in a non-equilibrium geometry. Source: the OMol25 dataset; level of theory: wB97M-V/def2-TZVPD.

Structure (XYZ):
```
78
Properties=species:S:1:pos:R:3
Tm 0.078 -0.298 0.526
N -0.202 -2.234 1.566
N 0.645 -2.909 -1.360
C 1.872 1.488 0.129
C 2.637 0.305 0.423
C 2.427 -0.019 1.798
C 3.053 -1.123 2.578
H 3.685 -1.756 1.942
H 2.288 -1.772 3.037
H 3.674 -0.728 3.402
C 1.534 0.942 2.355
C 1.129 0.989 3.787
H 1.844 1.551 4.416
H 1.060 -0.027 4.202
H 0.145 1.460 3.904
C 1.198 1.886 1.333
C 0.264 3.035 1.493
H -0.582 2.768 2.143
H -0.152 3.326 0.519
H 0.751 3.921 1.931
C 3.573 -0.401 -0.503
H 4.558 -0.574 -0.032
H 3.723 0.185 -1.421
H 3.173 -1.388 -0.795
C 1.725 2.132 -1.209
H 0.678 2.116 -1.566
H 2.323 1.603 -1.963
H 2.043 3.187 -1.178
C -0.924 -2.245 2.737
H -0.855 -1.339 3.352
C -1.687 -3.344 3.118
H -2.386 -3.240 3.952
C -1.540 -4.556 2.426
H -2.124 -5.437 2.721
C -0.625 -4.612 1.391
H -0.440 -5.536 0.844
C 0.043 -3.447 0.947
C 0.908 -3.575 -0.182
H 1.558 -4.444 -0.246
C 0.208 -1.573 -1.451
C 0.779 -3.472 -2.641
H 1.059 -4.491 -2.814
C 0.503 -2.513 -3.522
H 0.556 -2.518 -4.596
N 0.236 -1.342 -2.813
C 0.274 -0.090 -3.498
C 1.443 0.175 -4.235
C 1.481 1.320 -5.027
H 2.379 1.515 -5.607
C 0.387 2.178 -5.131
C 0.426 3.383 -6.029
H 0.405 4.319 -5.453
H -0.435 3.397 -6.711
H 1.339 3.374 -6.633
C -0.738 1.923 -4.342
H -1.600 2.589 -4.398
C -0.823 0.791 -3.518
C -2.091 0.488 -2.770
H -2.514 -0.490 -3.052
H -2.829 1.261 -3.030
H -1.975 0.510 -1.668
C 2.624 -0.732 -4.196
H 2.430 -1.685 -4.701
H 2.971 -0.934 -3.173
H 3.448 -0.247 -4.725
N -1.938 0.538 1.113
C -2.491 0.738 2.143
C -3.279 1.024 3.272
C -4.541 1.617 3.060
C -5.360 1.949 4.139
C -4.928 1.700 5.450
C -3.669 1.128 5.675
C -2.841 0.794 4.600
H -4.869 1.816 2.038
H -6.338 2.407 3.954
H -5.571 1.966 6.298
H -3.335 0.945 6.702
H -1.856 0.357 4.778
```

The calculation puts the LUMO energy (spin up / spin down) at 2.49 / 2.49 eV. The electronic energy comes out at -72400.5292 eV. As for the net charge: -1. The spin multiplicity is 3. Its gap between HOMO and LUMO (spin up / spin down) is 4.05 / 4.32 eV.

Atom charges from the Mulliken analysis, given in e for atoms 1 to 8:
1 Tm 0.226
2 N 0.318
3 N 0.585
4 C 0.882
5 C 0.555
6 C 0.772
7 C -1.562
8 H 0.398

Entry 2:
A molecular structure, C37H33Cl3N2O4P2S3V in a non-equilibrium geometry. Source: the OMol25 dataset; level of theory: wB97M-V/def2-TZVPD.

Structure (XYZ):
```
85
Properties=species:S:1:pos:R:3
V -0.352 1.857 0.391
C -0.298 -6.093 3.817
S 0.401 -5.822 2.190
C -0.216 -4.186 1.755
C -0.013 -3.933 0.295
C -0.865 -2.755 -0.238
N -0.568 -1.363 0.240
P -1.906 -0.209 0.464
C -3.094 -0.591 -0.883
C -4.000 -1.630 -0.760
C -4.894 -1.951 -1.754
C -4.829 -1.167 -2.916
C -3.954 -0.094 -3.050
C -3.129 0.278 -1.976
C -2.744 -0.494 1.963
C -2.143 -1.220 3.049
C -3.002 -1.694 4.038
C -4.361 -1.402 3.997
C -4.930 -0.610 2.971
C -4.060 -0.113 2.001
P 0.809 -0.341 -0.292
C 2.215 -1.119 0.450
C 2.706 -0.746 1.695
C 3.782 -1.357 2.274
C 4.425 -2.398 1.607
C 4.037 -2.801 0.364
C 2.934 -2.166 -0.283
C 1.051 -0.527 -2.052
C 2.316 -0.122 -2.537
C 2.594 -0.107 -3.886
C 1.645 -0.551 -4.821
C 0.425 -1.008 -4.424
C 0.061 -0.916 -3.092
H -0.474 -7.177 4.063
H -1.167 -5.482 3.940
H 0.521 -5.719 4.526
H 0.338 -3.412 2.394
H -1.288 -4.154 1.949
H -0.306 -4.853 -0.321
H 1.065 -3.810 0.032
H -1.895 -3.007 0.152
H -0.871 -2.895 -1.347
H -4.053 -2.283 0.153
H -5.655 -2.699 -1.659
H -5.476 -1.464 -3.748
H -4.055 0.470 -3.967
H -2.526 1.211 -1.992
H -1.160 -1.560 2.965
H -2.613 -2.316 4.836
H -5.037 -1.816 4.746
H -6.007 -0.364 2.956
H -4.410 0.522 1.187
H 2.111 -0.013 2.254
H 4.134 -1.120 3.276
H 5.343 -2.804 2.045
H 4.570 -3.556 -0.252
H 2.524 -2.589 -1.211
H 3.027 0.250 -1.827
H 3.563 0.184 -4.320
H 1.842 -0.624 -5.886
H -0.297 -1.455 -5.098
H -0.939 -1.069 -2.732
O 1.690 7.550 -2.863
S 1.565 6.980 -1.553
O 1.128 7.829 -0.469
N 0.546 5.697 -1.733
C 1.196 4.593 -1.516
S 0.345 2.975 -1.651
C 2.657 4.763 -1.279
C 3.715 3.798 -1.204
C 5.022 4.264 -0.990
C 5.294 5.646 -0.844
C 4.288 6.585 -0.934
C 3.002 6.121 -1.143
H 3.471 2.766 -1.306
H 5.925 3.623 -1.044
H 6.312 5.898 -0.598
H 4.538 7.692 -0.931
Cl 0.160 1.257 2.651
C -1.493 4.122 1.865
Cl 0.067 4.216 1.240
Cl -1.763 5.285 3.070
C -2.565 3.328 1.338
O -3.671 3.290 1.957
O -2.283 2.680 0.223
```

The calculation puts the LUMO energy (spin up / spin down) at -1.15 / -1.16 eV. The electronic energy comes out at -164411.8324 eV. The spin multiplicity is 4. Its gap between HOMO and LUMO (spin up / spin down) is 7.24 / 7.52 eV.

Atom charges from the Mulliken analysis, given in e for atoms 1 to 8:
1 V 0.123
2 C -0.660
3 S -0.078
4 C -0.351
5 C -1.242
6 C 0.019
7 N 0.792
8 P 0.160

Entry 3:
A molecular structure, C24H42NP3SSn in a non-equilibrium geometry. Source: the OMol25 dataset; level of theory: wB97M-V/def2-TZVPD.

Structure (XYZ):
```
72
Properties=species:S:1:pos:R:3
Sn 0.486 1.196 0.007
P -2.025 0.521 -0.602
P 1.279 -1.597 -0.424
P 1.400 1.692 -2.371
H 1.799 4.938 1.542
C 1.555 4.545 0.539
C 0.372 4.971 0.080
H -0.157 5.689 0.736
C -3.295 0.160 0.658
C -2.243 -0.846 -1.807
C -2.693 1.992 -1.459
C 3.016 -1.830 0.129
C 0.599 -3.184 0.212
C 1.461 -2.107 -2.192
C 1.171 3.465 -2.582
C 0.680 0.989 -3.886
C 3.195 1.376 -2.312
H 2.350 4.000 0.013
H -0.046 4.885 -0.924
H -3.059 0.710 1.580
H -3.331 -0.916 0.881
H -4.287 0.476 0.301
H -2.074 -1.803 -1.290
H -1.527 -0.751 -2.637
H -3.264 -0.852 -2.222
H -2.655 2.856 -0.779
H -3.745 1.826 -1.742
H -2.104 2.200 -2.365
H 3.438 -2.745 -0.312
H 3.014 -1.936 1.222
H 3.632 -0.971 -0.168
H 1.054 -4.030 -0.323
H -0.481 -3.207 0.029
H 0.780 -3.288 1.289
H 1.862 -3.131 -2.242
H 2.134 -1.432 -2.736
H 0.475 -2.099 -2.677
H 1.562 3.754 -3.562
H 1.670 4.038 -1.798
H 0.106 3.721 -2.537
H 1.085 1.521 -4.762
H -0.412 1.132 -3.873
H 0.890 -0.083 -4.007
H 3.723 2.058 -2.997
H 3.442 0.340 -2.594
H 3.577 1.554 -1.293
C -0.755 3.282 3.454
C 0.131 2.903 2.423
C 1.440 2.466 2.628
C 1.838 2.185 3.935
C 0.850 2.310 4.946
C -0.434 2.804 4.729
S -2.175 4.232 2.961
H -1.779 5.468 2.666
H -0.251 3.126 1.440
H 2.151 2.367 1.778
H 2.815 1.776 4.175
H 1.136 2.073 5.972
H -1.211 2.811 5.497
N -0.585 -0.843 2.276
C -1.167 -1.823 2.594
C -1.842 -3.043 2.927
C -1.119 -4.163 3.363
C -1.741 -5.400 3.518
C -3.110 -5.542 3.278
C -3.861 -4.413 2.918
C -3.233 -3.158 2.774
H -0.061 -4.031 3.562
H -1.169 -6.271 3.815
H -3.607 -6.516 3.376
H -4.943 -4.500 2.732
H -3.812 -2.257 2.540
```

The calculation puts the LUMO energy (spin up / spin down) at -15.57 / -14.32 eV. For the energy above the lowest of the compared OMol25 structures with the same formula, charge and spin, the calculation gives 1.671 eV. The electronic energy comes out at -71548.4156 eV. As for the net charge: +4. Its gap between HOMO and LUMO (spin up / spin down) is 3.62 / 4.77 eV.

Atom charges from the Mulliken analysis, given in e for atoms 1 to 8:
1 Sn 0.073
2 P 0.929
3 P 0.549
4 P 0.876
5 H 0.312
6 C -0.541
7 C -0.428
8 H 0.351

Entry 4:
A molecular structure, C36H43BGaN6PSe2Te. Source: the OMol25 dataset; level of theory: wB97M-V/def2-TZVPD.

Structure (XYZ):
```
91
Properties=species:S:1:pos:R:3
Ga -0.366 0.811 -0.300
C 0.093 0.558 3.266
C 1.087 1.253 2.403
C 2.376 1.663 2.742
C 2.911 2.226 1.596
C 4.260 2.823 1.376
N 1.978 2.163 0.636
N 0.854 1.579 1.129
B 1.977 2.726 -0.796
N 1.885 1.591 -1.858
N 0.695 0.945 -1.997
C 0.654 0.385 -3.206
C -0.561 -0.281 -3.755
C 1.865 0.650 -3.853
C 2.608 1.416 -2.979
C 3.962 2.013 -3.162
N 0.717 3.587 -0.957
N -0.535 3.045 -0.825
C -1.400 3.993 -1.177
C -2.875 3.807 -1.196
C -0.707 5.160 -1.529
C 0.628 4.863 -1.379
C 1.819 5.727 -1.624
H 0.496 -0.393 3.615
H -0.144 1.170 4.137
H -0.832 0.351 2.734
H 2.859 1.556 3.698
H 4.837 2.767 2.297
H 4.804 2.288 0.597
H 4.188 3.868 1.076
H 2.966 3.364 -0.983
H -1.364 -0.324 -3.022
H -0.920 0.287 -4.615
H -0.344 -1.298 -4.076
H 2.156 0.328 -4.839
H 4.406 1.637 -4.081
H 3.911 3.101 -3.226
H 4.621 1.760 -2.331
H -3.166 2.759 -1.169
H -3.340 4.313 -0.348
H -3.288 4.242 -2.106
H -1.135 6.093 -1.855
H 1.490 6.725 -1.906
H 2.443 5.810 -0.733
H 2.441 5.334 -2.429
Se 0.638 -1.403 0.441
P 0.074 -2.649 -1.334
Se -4.667 0.563 -1.316
C 1.712 -3.203 -1.952
C 1.842 -4.453 -2.562
C 3.032 -4.823 -3.170
C 4.110 -3.948 -3.187
C 3.988 -2.702 -2.589
C 2.800 -2.333 -1.976
C -0.554 -4.181 -0.557
C -1.821 -4.619 -0.926
C -2.375 -5.753 -0.340
C -1.661 -6.452 0.618
C -0.391 -6.021 0.992
C 0.158 -4.893 0.409
H 1.009 -5.146 -2.556
H 3.118 -5.799 -3.632
H 5.040 -4.239 -3.660
H 4.826 -2.015 -2.591
H 2.717 -1.365 -1.494
H -2.383 -4.061 -1.667
H -3.364 -6.083 -0.631
H -2.090 -7.334 1.078
H 0.167 -6.568 1.743
H 1.142 -4.549 0.708
C -3.686 -0.087 6.095
C -3.446 -0.146 4.612
C -3.232 -1.358 3.970
C -3.031 -1.440 2.595
C -2.819 -2.796 1.981
C -3.033 -0.255 1.849
Te -2.727 -0.438 -0.257
C -3.252 0.980 2.467
C -3.250 2.272 1.707
C -3.458 1.009 3.843
H -3.229 -0.936 6.603
H -4.756 -0.108 6.313
H -3.282 0.830 6.525
H -3.222 -2.274 4.552
H -3.556 -3.001 1.201
H -2.907 -3.575 2.738
H -1.831 -2.878 1.526
H -2.297 2.442 1.201
H -3.422 3.114 2.377
H -4.022 2.261 0.936
H -3.621 1.968 4.325
```

The calculation puts the LUMO energy at 0.37 eV. The electronic energy comes out at -247303.5792 eV. Its gap between HOMO and LUMO is 7.28 eV.

Atom charges from the Mulliken analysis, given in e for atoms 1 to 8:
1 Ga -0.991
2 C -0.988
3 C 1.064
4 C -2.077
5 C 1.099
6 C -1.430
7 N 0.534
8 N 0.766

Entry 5:
A single C4H7NO molecule in a non-equilibrium geometry. Source: the OMol25 dataset; level of theory: wB97M-V/def2-TZVPD.

Structure (XYZ):
```
13
Properties=species:S:1:pos:R:3
N -1.096 1.963 0.128
C -1.495 0.883 0.271
C -1.361 -0.561 0.287
C 0.112 -0.802 -0.622
C 1.091 0.310 -0.290
O 1.644 0.049 0.986
H -1.286 -0.867 1.353
H -2.252 -1.068 -0.123
H 0.424 -1.797 -0.300
H -0.028 -0.796 -1.723
H 1.852 0.598 -1.035
H 0.434 1.194 -0.290
H 2.000 0.879 1.323
```

The calculation puts the LUMO energy at 0.89 eV. For the energy above the lowest of the compared OMol25 structures with the same formula, charge and spin, the calculation gives 2.289 eV. The electronic energy comes out at -7797.3555 eV. Its structure (SMILES) is N#CCCCO. Its gap between HOMO and LUMO is 10.94 eV.

Atom charges from the Mulliken analysis, given in e for atoms 1 to 8:
1 N -0.563
2 C 0.321
3 C -0.463
4 C -0.575
5 C -0.392
6 O -0.530
7 H 0.248
8 H 0.334

Entry 6:
5 unconnected molecules or ions with the total composition C43H57BCl2N2O16S5 in a non-equilibrium geometry. Source: the OMol25 dataset; level of theory: wB97M-V/def2-TZVPD.

Structure (XYZ):
```
126
Properties=species:S:1:pos:R:3
C -1.464 -1.728 0.904
C -1.843 -1.158 1.881
C -2.237 -0.179 2.835
C -3.577 0.082 3.065
Cl -4.781 -0.809 2.209
C -3.979 1.053 3.972
Cl -5.644 1.383 4.245
C -3.020 1.789 4.649
C -3.370 2.842 5.629
C -3.213 4.180 5.330
C -3.516 5.117 6.296
C -3.974 4.671 7.516
N -4.169 3.390 7.830
C -3.862 2.511 6.880
C -1.673 1.528 4.407
C -1.257 0.543 3.528
N 0.105 0.224 3.273
C 0.669 0.992 2.129
C 1.327 0.029 1.159
O 1.605 0.335 0.034
C 0.936 0.275 4.434
C 1.904 -0.694 4.598
C 2.772 -0.701 5.675
C 3.803 -1.796 5.772
C 5.011 -1.616 4.800
C 5.101 -0.249 4.121
O 6.229 -2.004 5.408
C 6.670 -1.128 6.424
C 7.718 -0.139 5.976
C 8.547 -0.348 4.888
C 9.476 0.608 4.536
C 9.600 1.786 5.246
C 8.781 1.995 6.346
C 7.853 1.034 6.700
C 2.656 0.311 6.630
B 3.566 0.406 7.913
O 4.296 1.539 8.218
O 3.693 -0.690 8.766
C 1.678 1.291 6.491
C 0.830 1.251 5.403
S -0.429 2.492 5.235
H -1.042 -2.344 0.149
H -2.857 4.461 4.348
H -3.386 6.160 6.055
H -4.196 5.404 8.282
H -4.010 1.461 7.109
H 1.468 1.628 2.511
H -0.091 1.573 1.619
H 1.556 -0.963 1.583
H 1.994 -1.466 3.846
H 4.163 -1.885 6.789
H 3.270 -2.718 5.546
H 4.851 -2.325 3.990
H 4.339 -0.135 3.358
H 5.106 0.577 4.828
H 6.055 -0.237 3.597
H 7.114 -1.750 7.203
H 5.862 -0.573 6.902
H 8.461 -1.257 4.311
H 10.121 0.476 3.680
H 10.314 2.541 4.960
H 8.846 2.909 6.919
H 7.205 1.200 7.551
H 3.913 2.052 8.935
H 2.820 -0.937 9.092
H 1.587 2.083 7.218
C -5.417 -4.281 -2.121
C -4.193 -4.630 -2.944
O -3.602 -3.482 -3.593
S -2.784 -2.454 -2.695
C -2.055 -1.530 -4.000
O -1.767 -3.177 -1.987
O -3.700 -1.619 -1.984
H -5.159 -3.651 -1.270
H -5.882 -5.190 -1.739
H -6.142 -3.740 -2.722
H -3.436 -5.137 -2.342
H -4.471 -5.304 -3.752
H -1.376 -2.171 -4.556
H -1.508 -0.707 -3.542
H -2.841 -1.140 -4.640
C 0.981 2.447 -1.953
C 1.378 3.532 -2.935
O 1.546 3.016 -4.276
S 0.231 2.585 -5.054
C 0.946 2.369 -6.645
O -0.683 3.687 -5.073
O -0.184 1.311 -4.547
H -0.008 2.058 -2.191
H 0.954 2.842 -0.939
H 1.676 1.615 -1.988
H 0.652 4.347 -2.942
H 2.342 3.961 -2.666
H 1.291 3.333 -7.008
H 0.170 1.972 -7.295
H 1.763 1.663 -6.572
C -11.868 -2.826 -3.758
C -11.073 -3.715 -4.695
O -10.026 -3.004 -5.388
S -8.729 -2.597 -4.562
C -7.733 -2.104 -5.926
O -8.178 -3.776 -3.965
O -9.018 -1.449 -3.762
H -11.254 -2.464 -2.935
H -12.705 -3.383 -3.338
H -12.250 -1.954 -4.290
H -10.646 -4.570 -4.168
H -11.721 -4.104 -5.477
H -7.533 -2.970 -6.551
H -6.807 -1.709 -5.513
H -8.258 -1.330 -6.480
C 4.399 -1.848 -10.342
C 4.824 -0.461 -9.900
O 4.080 0.589 -10.558
S 2.578 0.833 -10.109
C 2.332 2.356 -10.955
O 2.552 1.059 -8.693
O 1.736 -0.163 -10.692
H 3.378 -2.068 -10.037
H 5.055 -2.597 -9.897
H 4.444 -1.935 -11.427
H 4.743 -0.344 -8.819
H 5.863 -0.287 -10.170
H 2.988 3.109 -10.529
H 1.289 2.633 -10.813
H 2.538 2.205 -12.011
```

The calculation puts the LUMO energy at 0.16 eV. The electronic energy comes out at -161151.8994 eV. Its structure (SMILES) is C#Cc1c(Cl)c(Cl)c(-c2cccnc2)c2c1N(CC=O)c1cc(C[C@@H](C)OCc3ccccc3)c(B(O)O)cc1S2.CCOS(C)(=O)=O.CCOS(C)(=O)=O.CCOS(C)(=O)=O.CCOS(C)(=O)=O. Its gap between HOMO and LUMO is 8.39 eV.

Atom charges from the Mulliken analysis, given in e for atoms 1 to 8:
1 C -0.331
2 C -1.472
3 C 0.383
4 C 0.792
5 Cl -0.188
6 C 0.892
7 Cl -0.194
8 C 0.763

Q: Look up the electronic energy of the first one.
A: -72400.5292 eV

Q: electronic energy of number 4 (C36H43BGaN6PSe2Te)?
A: -247303.5792 eV